110
Properties=species:S:1:pos:R:3 method="wB97M-V/def2-TZVPD" de_lowest_kcal_mol=3.5 smiles="C[C@H]1COC(=O)O1.C[C@H]1COC(=O)O1.COC(=O)OC.COC(=O)OC.COC(=O)OC.COC(=O)OC.COC(=O)OC.CCCC#N.CCCC#N" homo_ha=-0.36759 multiplicity=1 lumo_energy_ev=0.1 total_charge=0 energy_ha=-2904.10272
C -23.955 2.623 9.193
C -25.462 2.391 8.747
C -26.441 2.581 9.853
O -27.148 3.776 9.538
C -26.813 4.207 8.343
O -27.203 5.216 7.802
O -25.902 3.406 7.848
H -23.570 1.827 9.798
H -23.859 3.531 9.787
H -23.273 2.757 8.322
H -25.517 1.470 8.166
H -25.964 2.580 10.821
H -27.157 1.816 10.040
C -25.458 -0.851 10.942
C -24.131 -1.457 11.404
C -24.046 -1.942 12.872
O -23.586 -3.217 12.784
C -23.550 -3.645 11.528
O -22.963 -4.661 11.256
O -23.943 -2.668 10.716
H -25.702 0.026 11.445
H -26.314 -1.541 11.157
H -25.435 -0.513 9.942
H -23.308 -0.820 11.124
H -25.061 -2.040 13.238
H -23.477 -1.359 13.616
C -21.762 -2.783 16.252
O -20.921 -1.659 16.522
C -21.504 -0.447 16.698
O -22.861 -0.214 16.507
O -20.640 0.464 17.002
C -20.981 1.787 17.140
H -21.192 -3.677 16.280
H -22.276 -2.769 15.299
H -22.618 -2.805 16.985
H -19.985 2.277 16.914
H -21.266 1.927 18.188
H -21.757 2.121 16.442
C -24.339 1.564 14.188
O -25.076 2.619 13.692
C -24.483 3.491 12.917
O -23.192 3.178 12.358
O -25.115 4.628 12.755
C -24.381 5.635 12.052
H -23.458 1.199 13.643
H -25.001 0.693 14.202
H -24.015 1.860 15.199
H -24.463 5.363 11.015
H -23.367 5.696 12.376
H -24.818 6.553 12.114
C -25.181 -2.142 7.509
O -23.787 -2.540 7.509
C -22.869 -1.717 8.188
O -23.095 -0.404 8.517
O -21.615 -2.216 8.228
C -20.594 -1.426 8.838
H -25.168 -1.172 7.033
H -25.566 -1.983 8.488
H -25.827 -2.799 6.952
H -19.613 -1.894 8.642
H -20.712 -1.388 9.871
H -20.555 -0.465 8.401
C -23.264 -8.219 11.602
O -24.278 -9.019 11.017
C -24.039 -9.701 9.887
O -22.715 -9.853 9.401
O -25.123 -10.317 9.367
C -24.998 -10.887 8.150
H -22.380 -8.689 11.908
H -23.703 -7.607 12.389
H -22.880 -7.458 10.915
H -24.698 -10.067 7.483
H -25.988 -11.311 7.904
H -24.268 -11.697 8.214
C -19.881 -10.019 9.956
O -20.037 -8.782 9.327
C -20.028 -7.664 10.048
O -19.752 -7.672 11.484
O -20.317 -6.544 9.361
C -19.949 -5.295 9.874
H -20.599 -10.072 10.785
H -18.885 -10.115 10.384
H -19.977 -10.825 9.205
H -18.875 -5.332 9.898
H -20.362 -5.139 10.871
H -20.258 -4.451 9.269
C -23.452 -5.434 15.064
C -22.180 -5.711 14.272
C -21.397 -6.866 14.879
C -22.140 -8.111 14.947
N -22.772 -9.087 14.947
H -24.198 -6.271 15.078
H -23.958 -4.536 14.774
H -23.247 -5.391 16.164
H -21.690 -4.752 14.228
H -22.404 -5.939 13.221
H -21.102 -6.595 15.905
H -20.485 -7.141 14.368
C -23.548 -6.777 7.808
C -24.559 -5.665 8.100
C -25.780 -6.048 8.957
C -26.606 -4.917 9.287
N -27.380 -4.050 9.468
H -23.315 -7.093 8.838
H -22.659 -6.428 7.229
H -23.925 -7.603 7.165
H -25.002 -5.243 7.198
H -23.964 -4.873 8.587
H -25.650 -6.499 9.952
H -26.456 -6.663 8.354